A | C9H30O9 | wB97M-V/def2-TZVPD

Computed properties:
HOMO-LUMO gap in eV: 10.267
Spin multiplicity: 1
SMILES string: COC(=O)OC.CO.CO.CO.CO.CO.CO

Last column: natural (NBO) charge in e.
Cartesian coordinates (Å):
O  -0.3574  3.2339  6.1388  -0.725
O  3.7803  -6.7760  2.7465  -0.512
O  -3.2846  -2.4648  -0.7691  -0.723
O  0.7643  4.7551  -3.1664  -0.722
O  3.4869  -6.6646  0.4492  -0.661
O  -2.8652  0.7198  -4.0832  -0.719
O  0.1562  -0.4219  -0.1091  -0.714
O  1.8422  -6.3800  1.9148  -0.504
O  -1.2398  5.4784  0.2714  -0.727
C  5.1993  -6.8792  2.7445  -0.264
C  -3.6983  -3.6332  -1.5481  -0.273
C  3.0421  -6.7217  1.5945  0.988
C  1.1484  5.8775  -3.8957  -0.250
C  0.1898  2.5230  5.0786  -0.241
C  0.7807  -5.9964  0.9779  -0.244
C  -0.3044  5.8704  1.2006  -0.239
C  0.1551  0.9547  -0.2063  -0.243
C  -3.2335  1.9912  -4.2038  -0.229
H  5.6705  -6.9322  1.7631  0.209
H  -1.1852  2.8331  6.4141  0.465
H  1.2686  2.5898  5.2198  0.181
H  2.1716  6.1411  -3.6281  0.165
H  1.0037  1.4653  -0.6615  0.169
H  -0.1748  2.9538  4.1461  0.158
H  -0.8515  5.9634  2.1388  0.175
H  0.4270  5.0705  1.0855  0.167
H  5.5818  -7.6165  3.4504  0.195
H  1.0079  -4.9978  0.6045  0.202
H  0.0286  1.3874  0.7861  0.155
H  -3.6738  -1.7535  -1.2832  0.467
H  0.8115  -6.7575  0.1982  0.203
H  0.0937  6.8799  1.0987  0.153
H  -4.2708  2.1784  -4.4817  0.169
H  -4.5053  -4.1256  -1.0055  0.173
H  -0.7270  -0.6458  -0.4112  0.474
H  -0.8019  1.1780  -0.6777  0.158
H  -3.8810  -3.5206  -2.6167  0.181
H  -0.1356  -5.9626  1.5672  0.203
H  -0.8185  5.0141  -0.4556  0.470
H  -0.2032  1.5069  5.0452  0.161
H  1.0065  5.7664  -4.9707  0.162
H  -2.0272  0.6123  -4.5391  0.471
H  -2.9307  -4.4045  -1.4850  0.175
H  -2.9823  2.4447  -3.2450  0.157
H  -2.6037  2.4698  -4.9537  0.152
H  0.4436  6.6768  -3.6663  0.182
H  5.5318  -5.8826  3.0349  0.185
H  1.1634  4.0013  -3.6070  0.464

=====

B | C9H30O9 | wB97M-V/def2-TZVPD

Computed properties:
HOMO-LUMO gap in eV: 10.171
Spin multiplicity: 1
SMILES string: OCCO.OCCO.OCCO.CO.CO.CO

Last column: natural (NBO) charge in e.
Cartesian coordinates (Å):
O  -1.7105  -1.2711  -5.4815  -0.718
O  0.0613  1.3303  1.6203  -0.751
O  -0.3710  -2.5400  -0.5221  -0.775
O  0.7854  4.1554  0.7482  -0.717
O  -0.6759  -0.8802  -2.9966  -0.775
O  0.6406  1.6055  -1.5197  -0.743
O  0.5889  -2.0382  1.9667  -0.745
O  1.3418  -0.4976  3.9746  -0.753
O  -2.5531  -0.5213  0.2849  -0.768
C  0.4129  -0.5927  5.0213  -0.244
C  0.6968  -3.3558  1.4343  -0.082
C  -0.4329  -3.5741  0.4601  -0.099
C  -0.8026  -0.2213  -5.1774  -0.088
C  0.8801  2.3019  2.2506  -0.084
C  2.0450  1.9324  -1.5094  -0.246
C  -2.6618  0.4615  -0.7455  -0.252
C  0.1057  -0.7422  -4.1397  -0.093
C  0.5232  3.7827  2.0809  -0.092
H  2.2586  2.7909  -2.0824  0.186
H  0.2015  -1.4745  1.3003  0.488
H  2.7101  1.1296  -1.6928  0.179
H  1.7136  3.8939  0.5604  0.459
H  0.3304  0.3567  5.5242  0.173
H  -2.0347  -1.5551  -4.6320  0.465
H  2.4105  2.2274  -0.5036  0.143
H  -1.2590  -3.3544  1.1036  0.179
H  0.8584  -0.0101  -3.8693  0.170
H  0.4737  0.6574  -1.4758  0.485
H  -1.3596  0.6557  -4.8517  0.172
H  -0.5375  4.0028  2.2972  0.188
H  -1.1075  -1.9222  -0.3406  0.505
H  -1.7307  0.5417  -1.3439  0.183
H  -0.6188  -0.7844  4.6674  0.150
H  0.5935  -1.4231  5.7643  0.152
H  1.2131  4.2899  2.7945  0.161
H  -0.4598  -4.5914  0.0523  0.188
H  -2.8488  1.3940  -0.2649  0.173
H  1.6437  -3.4032  0.9196  0.166
H  -0.3219  0.0328  -6.1092  0.184
H  0.7367  -4.0476  2.2698  0.187
H  -0.5923  -1.6869  -2.4896  0.504
H  -0.0818  1.5851  0.6724  0.486
H  -3.5002  0.2722  -1.3684  0.185
H  1.9836  2.1685  2.0165  0.147
H  -2.1737  -0.1486  1.0986  0.491
H  0.8191  2.0608  3.3208  0.195
H  1.2758  -1.2857  3.3895  0.501
H  0.5300  -1.7075  -4.4771  0.181

=====

Which of them is most stable, and which least? Most stable: B; least stable: A.